Entry 1:
DFT (ωB97M-V/def2-TZVPD) results for C13H11ClInO6 as an isolated structure at a distorted geometry.

Summary:
total charge = -1
E = -1603.49403 Eh
LUMO energy = 0.58 eV
E_HOMO = -5.88 eV

Each line ends with the Löwdin charge.
Geometry (Å):
O -0.381438 -3.714275 4.238607  -0.0799
C -0.520892 -2.837960 3.221501  -0.3946
O 0.504752 -2.661669 2.140060  -0.3467
In 1.784681 -1.132930 2.881524  0.3287
Cl 3.354761 -0.376750 1.100793  -0.0680
C -1.881357 -1.884536 3.029123  -0.0570
C -3.077736 -2.533811 2.103023  -0.0162
C -4.413568 -1.596085 1.857928  -0.0829
C -4.542524 -0.076367 2.528839  -0.0917
C -3.299233 0.505893 3.447218  -0.0725
C -1.927527 -0.393364 3.734003  -0.0239
H 2.737212 -1.931948 4.225160  -0.0934
H 0.908734 0.322521 3.461971  -0.0950
H -2.960084 -3.598743 1.622516  0.0984
H -5.259316 -2.054817 1.183696  0.0672
H -5.535869 0.546073 2.332964  0.0727
H -3.336324 1.576229 3.919625  0.0693
H -1.052101 0.032210 4.398619  0.0556
C 0.776129 1.310597 -3.083519  0.0683
C 1.854097 1.216728 -2.302561  -0.2031
C 3.220727 1.471601 -2.836411  -0.3008
O 4.190468 1.396255 -2.090128  0.1107
C 3.352165 1.804337 -4.263510  0.0715
C 2.274374 1.894756 -5.045069  -0.2165
C 0.906038 1.666978 -4.504785  -0.3199
O -0.066820 1.775275 -5.243689  0.0821
O 2.390903 2.204397 -6.387730  0.0636
O 1.740077 0.879639 -0.966338  0.0178
H -0.223274 1.130176 -2.708072  0.1359
H 4.352539 1.969609 -4.642554  0.1327
H 1.472114 2.211228 -6.734546  0.1108
H 2.658292 0.878751 -0.618259  -0.0232

Atoms 1-6, force components in eV/Å:
-1.089 5.463 -6.233
2.195 -2.856 1.589
-4.068 -0.317 4.221
0.734 0.236 1.049
-0.048 -0.346 0.438
-1.644 1.032 -0.333

Entry 2:
DFT (ωB97M-V/def2-TZVPD) results for C13H11CrI2N2OSe2Te2 as an isolated structure.

Summary:
⟨S²⟩ = 6.03
total charge = -1
E = -7665.68836 Eh
LUMO energy (spin up / spin down) = 2.24 / 2.23 eV
spin multiplicity = 5
E_HOMO (spin up / spin down) = -3.25 / -3.40 eV

Each line ends with the Löwdin charge.
Geometry (Å):
Cr 1.350187 -0.575572 -0.370915  0.0337
I -4.096472 0.169904 -5.010434  0.7865
C -2.852324 -0.442508 -3.448324  -0.7544
C -2.198542 -1.663966 -3.525817  -0.2395
C -1.387166 -2.080772 -2.485560  -0.6688
I -0.313680 -3.845405 -2.644839  0.9048
C -1.201164 -1.294516 -1.327462  -0.5227
O -0.451674 -1.636598 -0.325998  -0.2463
C -1.876433 -0.043608 -1.296112  -0.1739
C -1.550666 0.848688 -0.134092  -0.1524
N -0.148038 1.308652 -0.193031  -0.1040
C 0.262503 2.014520 1.010602  -0.1522
C 0.688235 1.093696 2.134562  -0.2418
C 0.689012 1.541284 3.450342  -0.0206
C 1.125102 0.688318 4.447802  -0.0616
C 1.516515 -0.601994 4.120564  -0.0486
C 1.478006 -0.979327 2.792877  -0.1222
N 1.097086 -0.138400 1.829345  0.0356
C -2.675260 0.376340 -2.341874  -0.1304
H -2.304350 -2.283566 -4.405844  0.0745
H -1.657084 0.291780 0.800606  0.1282
H -2.236918 1.706274 -0.110318  0.1203
H -0.017195 1.901583 -1.004092  0.0954
H -0.534693 2.665814 1.397449  0.1220
H 1.114368 2.654128 0.763038  0.1403
H 0.348587 2.543392 3.676450  0.1130
H 1.160982 1.026449 5.475626  0.1051
H 1.851234 -1.301152 4.873160  0.1053
H 1.764678 -1.971750 2.469078  0.1086
H -3.163836 1.343178 -2.293089  0.0929
Se 1.635497 0.175672 -2.744496  -0.1700
Te 3.532926 -0.974890 -3.880924  0.0493
Te 5.336484 -1.219794 -1.814078  0.0281
Se 3.714106 -1.295856 0.115785  -0.2342

Atoms 1-6, force components in eV/Å:
-0.048 -0.112 0.348
-0.021 0.021 -0.037
0.055 -0.021 0.105
-0.002 -0.020 -0.036
-0.166 0.198 0.066
0.071 -0.097 0.024

Entry 3:
DFT (ωB97M-V/def2-TZVPD) results for one molecule with the formula C13H11F3N4O at a distorted geometry.

Summary:
total charge = 0
E = -1095.74493 Eh
LUMO energy = -0.02 eV
energy relative to the best compared isomer or geometry (same formula, charge and spin) = 57.23 kcal per mole
SMILES = C=CCOc1cc(C(F)(F)F)nc(-c2ccc(N)cn2)n1
E_HOMO = -8.31 eV

Each line ends with the Löwdin charge.
Geometry (Å):
C -1.823915 2.767985 0.559734  0.0218
C -0.482513 2.577531 1.017010  -0.1373
C 0.803376 2.678084 0.220703  -0.2128
O 0.587872 2.635919 -1.183223  -0.0297
C 0.413781 1.332150 -1.602255  -0.2674
C 0.864852 0.984093 -2.899152  0.0805
C 0.521242 -0.259809 -3.495917  -0.1439
C 0.515393 -0.523109 -4.992962  -0.3727
F 0.508640 -1.951139 -5.116879  0.0706
F 1.639894 0.153091 -5.635698  0.0488
F -0.636050 -0.006439 -5.496126  0.1370
N -0.042146 -1.182400 -2.680124  0.1764
C -0.223073 -0.933713 -1.348253  -0.1914
C -0.540288 -2.087920 -0.366667  -0.2489
C -0.673367 -1.880561 1.032676  -0.0182
C -0.786415 -2.982045 1.937992  -0.0347
C -0.724783 -4.230724 1.375967  -0.3607
N -0.569383 -5.361987 2.140938  0.0910
C -0.714144 -4.373401 -0.025746  -0.0593
N -0.638911 -3.298275 -0.877622  0.1120
N -0.197234 0.346845 -0.841584  0.1892
H -1.827253 2.781370 -0.579347  0.0653
H -2.767277 2.635751 1.183389  0.0683
H -0.232594 2.608950 2.079811  0.0857
H 1.438056 3.514938 0.431166  0.1222
H 1.470355 1.911418 0.492276  0.1039
H 1.233285 1.779163 -3.517582  0.1145
H -0.969357 -0.802802 1.356229  0.1299
H -1.018229 -2.740420 3.069788  0.1482
H -0.707187 -5.420345 3.145596  0.1034
H -0.438057 -6.220687 1.614373  0.0923
H -0.724976 -5.431267 -0.354746  0.1158

Atoms 1-6, force components in eV/Å:
4.119 -1.467 -0.027
-3.460 2.017 -0.185
-1.651 0.153 -0.103
-0.168 -2.093 -0.434
-0.826 -2.684 -0.692
-0.800 0.175 -0.953

Entry 4:
DFT (ωB97M-V/def2-TZVPD) results for one molecule with the formula C13H11F3N4O at a distorted geometry.

Summary:
total charge = 0
E = -1095.83613 Eh
LUMO energy = 0.10 eV
energy relative to the best compared isomer or geometry (same formula, charge and spin) = 0.00 kcal per mole
SMILES = C=CCOc1cc(C(F)(F)F)nc(-c2ccc(N)cn2)n1
E_HOMO = -8.32 eV

Each line ends with the Löwdin charge.
Geometry (Å):
C -1.755049 1.375611 -5.166613  0.0177
C -1.285329 0.227757 -4.567349  -0.1167
C -0.878936 0.193353 -3.094391  -0.1925
O 0.223967 -0.713808 -2.916292  -0.0324
C 0.659994 -0.924753 -1.623272  -0.3154
C 1.449894 -1.990949 -1.403344  0.0640
C 1.802233 -2.344992 -0.096144  -0.1119
C 2.637244 -3.617181 0.154324  -0.5183
F 2.502890 -3.992635 1.427389  0.1462
F 2.171656 -4.666380 -0.582128  0.1254
F 3.981277 -3.412190 -0.069769  0.1205
N 1.333354 -1.579767 0.902928  0.1896
C 0.656650 -0.463625 0.638896  -0.2292
C 0.216975 0.402364 1.793911  -0.2254
C -0.714318 1.434346 1.550681  -0.0168
C -1.245778 2.135535 2.624980  -0.0263
C -0.759394 1.872952 3.916378  -0.2876
N -1.307342 2.615594 4.971358  0.0974
C 0.238467 0.900328 4.049410  -0.0867
N 0.676211 0.167167 3.023663  0.1156
N 0.249338 -0.162118 -0.616261  0.2032
H -1.839695 2.285410 -4.614178  0.0419
H -2.015746 1.433375 -6.211183  0.0454
H -1.180110 -0.680196 -5.157195  0.0973
H -0.647161 1.205187 -2.731090  0.1218
H -1.721368 -0.257582 -2.523244  0.1333
H 1.759726 -2.610443 -2.237000  0.1359
H -1.061286 1.629252 0.515412  0.1127
H -1.983167 2.897972 2.402013  0.1088
H -0.968047 2.548539 5.908086  0.0853
H -1.883921 3.403560 4.719660  0.0889
H 0.686773 0.688315 5.010365  0.1082

Atoms 1-6, force components in eV/Å:
1.173 -2.602 1.137
-0.321 2.388 -0.747
-0.908 -0.516 -0.286
0.544 0.247 1.027
-1.950 1.737 -0.098
2.186 -2.876 0.084

Entry 5:
DFT (ωB97M-V/def2-TZVPD) results for one molecule with the formula C13H11NO at a distorted geometry.

Summary:
⟨S²⟩ = 2.06
total charge = 0
E = -631.78885 Eh
LUMO energy (spin up / spin down) = 0.82 / -1.88 eV
energy relative to the best compared isomer or geometry (same formula, charge and spin) = 0.00 kcal per mole
spin multiplicity = 3
E_HOMO (spin up / spin down) = -7.10 / -9.22 eV

Each line ends with the Löwdin charge.
Geometry (Å):
C -3.318022 -1.051792 -1.270047  -0.0960
C -2.783855 0.092242 -1.759253  -0.1105
C -2.568791 -1.689165 -0.311415  -0.0409
C -1.529881 0.597578 -1.441181  -0.0115
C -1.369764 -1.255206 0.155973  -0.0937
C -0.861477 -0.087947 -0.440511  -0.1748
C 1.796734 -1.239287 1.155908  -0.0542
C 1.481963 -0.805264 -0.057992  -0.0730
C -0.582516 -1.919048 1.260051  -0.4778
C 1.070767 -0.775005 2.371416  -0.3585
C 1.683826 -0.243916 3.422899  0.1467
C 0.525031 0.216544 -0.401524  -0.1869
C 1.069030 1.623702 -0.734499  -0.0355
N -0.232346 -0.965016 2.168021  0.2338
O -0.486117 -3.119192 1.180336  0.1220
H -4.267963 -1.461274 -1.803852  0.1459
H -3.316340 0.551812 -2.610608  0.1102
H -3.006841 -2.590088 0.197436  0.1398
H -0.963746 1.548541 -1.747221  0.1282
H 2.591417 -2.024319 1.326947  0.1410
H 2.111102 -1.257325 -0.870020  0.1427
H 1.098077 0.222710 4.198614  0.0799
H 2.762187 -0.303237 3.462111  0.0816
H 1.540797 1.780629 -1.660554  0.0599
H 1.855361 1.751502 0.065455  0.0999
H 0.261122 2.353176 -0.548327  0.0817

Atoms 1-6, force components in eV/Å:
-1.429 -1.027 -1.150
-0.041 2.623 -3.138
-1.779 -3.039 2.020
-0.501 1.149 0.833
0.169 1.183 -0.258
1.885 -0.134 -0.569

Entry 6:
DFT (ωB97M-V/def2-TZVPD) results for C13H12AgCl2N2O4S as an isolated structure.

Summary:
⟨S²⟩ = 0.76
total charge = -2
E = -2378.57866 Eh
LUMO energy (spin up / spin down) = 4.69 / 4.69 eV
energy relative to the best compared isomer or geometry (same formula, charge and spin) = 5.15 kcal per mole
spin multiplicity = 2
E_HOMO (spin up / spin down) = 1.77 / -1.88 eV

Each line ends with the Löwdin charge.
Geometry (Å):
Ag -0.480576 0.743379 -0.145874  0.6150
O -0.015324 -2.375468 1.792233  -0.1164
C -0.909768 -1.583150 2.607846  -0.2440
C -0.365585 -0.268275 3.069070  -0.3327
C 0.178809 -0.142131 4.320314  -0.1229
C 0.699228 1.095878 4.780650  -0.1787
C 0.585233 2.195548 3.861230  -0.1698
C 0.032684 2.003603 2.626653  -0.2150
N -0.455112 0.791398 2.168001  -0.0465
H -0.180706 -2.122108 0.876177  -0.0122
H -1.154913 -2.190290 3.481135  0.0908
H -1.829375 -1.399519 2.040663  0.1021
H 0.200260 -1.017524 4.965227  0.0812
H 1.144488 1.201603 5.763775  0.0393
H 0.948790 3.183835 4.126940  0.0649
H -0.037151 2.829438 1.922888  0.0720
O -0.890790 -1.700424 -0.578238  -0.2264
N -0.876507 -2.050064 -1.817972  -0.2321
C -0.532173 -3.319577 -2.107102  -0.0428
C -0.505571 -3.806121 -3.387469  -0.1074
C -0.835566 -2.940652 -4.432824  -0.1300
C -1.168145 -1.651435 -4.137447  -0.1333
C -1.209746 -1.146725 -2.811327  -0.7078
S -1.643143 0.463474 -2.456710  0.5564
H -0.288511 -3.905870 -1.233316  0.1315
H -0.224980 -4.835421 -3.556166  0.0843
H -0.826680 -3.278222 -5.461781  0.0882
H -1.411117 -0.948762 -4.923000  0.0863
Cl 1.234713 5.400881 -2.778914  0.4999
C 2.060371 4.022362 -1.995164  -0.9979
Cl 3.452570 4.618593 -1.029771  0.5028
C 1.126655 3.118153 -1.106384  -0.8425
O 1.656573 1.997412 -0.912624  -0.1093
O 0.043484 3.598190 -0.746689  -0.0852
H 2.477579 3.417992 -2.784028  0.0383

Atoms 1-6, force components in eV/Å:
-0.067 0.111 0.388
-0.112 0.102 0.952
0.215 -0.189 -0.309
0.025 0.166 -0.190
0.028 0.327 0.086
-0.080 0.063 -0.170